1.
C33H39CrN7 | ωB97M-V/def2-TZVPD

The geometry in ORCA input format:
```
! RIJCOSX wB97M-V def2-TZVPD def2/J DEFGRID3
* xyz 2 5
Cr -0.101 0.203 -0.021
C 2.305 1.754 2.920
C 2.886 2.205 1.606
C 4.252 2.445 1.493
C 4.807 2.855 0.292
C 4.001 3.036 -0.820
C 2.630 2.814 -0.753
C 1.762 3.055 -1.959
C 2.102 2.405 0.471
N 0.695 2.097 0.544
C -0.151 2.986 0.902
C 0.175 4.397 1.249
C -1.589 2.520 0.978
C -2.648 3.484 1.385
N -1.782 1.293 0.677
C -3.102 0.715 0.734
C -3.892 0.747 -0.415
C -3.452 1.450 -1.670
C -5.136 0.130 -0.357
C -5.571 -0.489 0.804
C -4.760 -0.510 1.926
C -3.502 0.085 1.911
C -2.633 0.038 3.141
H 2.986 1.067 3.423
H 1.343 1.251 2.806
H 2.153 2.599 3.594
H 4.885 2.304 2.361
H 5.871 3.037 0.223
H 4.437 3.358 -1.758
H 2.297 2.805 -2.874
H 1.476 4.108 -2.031
H 0.840 2.471 -1.937
H 1.228 4.614 1.096
H -0.078 4.591 2.294
H -0.428 5.079 0.647
H -2.376 3.978 2.319
H -3.610 2.995 1.503
H -2.739 4.267 0.628
H -2.366 1.505 -1.764
H -3.833 2.474 -1.701
H -3.837 0.938 -2.551
H -5.771 0.143 -1.234
H -6.547 -0.955 0.834
H -5.101 -0.996 2.832
H -2.681 -0.948 3.604
H -2.973 0.757 3.889
H -1.586 0.259 2.929
C 4.256 -0.865 -1.935
C 4.057 -0.826 -0.564
C 2.784 -0.592 -0.085
N 1.733 -0.392 -0.892
C 1.933 -0.433 -2.216
C 3.172 -0.668 -2.778
H 5.241 -1.048 -2.343
H 4.872 -0.979 0.128
H 2.588 -0.576 0.978
H 1.068 -0.269 -2.845
H 3.278 -0.695 -3.853
N 1.136 -3.337 2.252
C 1.530 -4.595 1.971
C 1.511 -4.716 0.602
C 1.085 -3.459 0.145
N 0.858 -2.620 1.149
H 1.042 -2.919 3.160
H 1.789 -5.292 2.749
H 1.766 -5.584 0.021
H 0.930 -3.133 -0.872
N -4.190 -3.940 -2.229
C -3.248 -3.097 -1.777
C -2.522 -2.265 -2.652
C -1.581 -1.415 -2.138
N -1.287 -1.318 -0.828
C -1.976 -2.125 0.006
C -2.938 -3.004 -0.408
H -4.390 -4.022 -3.210
H -4.689 -4.546 -1.603
H -2.696 -2.292 -3.719
H -1.031 -0.766 -2.808
H -1.719 -2.062 1.055
H -3.448 -3.623 0.318
*
```

LUMO (alpha / beta) (hartree): -0.224 / -0.231
HOMO level (alpha / beta) (eV): -13.8 / -13.9
Orbital gap (alpha / beta) (eV): 7.74 / 7.64
Relative energy (zero: lowest compared OMol25 entry of this formula, charge and spin) (kcal/mol): 11.10


2.
C4H5BrINO | ωB97M-V/def2-TZVPD

The geometry in ORCA input format:
```
! RIJCOSX wB97M-V def2-TZVPD def2/J DEFGRID3
* xyz 0 1
O 2.009 1.706 -0.042
C 1.092 0.938 -0.077
C 1.139 -0.575 -0.060
C -0.286 -0.979 0.350
C -1.102 0.171 -0.237
Br -1.430 -0.203 -2.129
I -2.969 0.502 0.757
N -0.285 1.377 -0.141
H 1.946 -0.979 0.555
H 1.340 -0.899 -1.092
H -0.572 -1.956 -0.052
H -0.397 -0.977 1.440
H -0.485 1.873 0.726
*
```

LUMO (hartree): -0.005
HOMO level (eV): -9.9
Orbital gap (eV): 9.81
Relative energy (zero: lowest compared OMol25 entry of this formula, charge and spin) (kcal/mol): 3.07


3.
C54H48Cl2CsF5O3P2Si | ωB97M-V/def2-TZVPD

The geometry in ORCA input format:
```
! RIJCOSX wB97M-V def2-TZVPD def2/J DEFGRID3
* xyz -2 1
Cs -2.066 -0.321 -0.616
C -4.474 1.444 -1.417
C -4.662 1.257 -0.037
C -3.765 2.105 0.647
C -3.025 2.829 -0.314
C -3.461 2.412 -1.591
C -2.957 2.863 -2.929
C -1.996 3.876 0.004
C -3.630 2.230 2.134
C -5.637 0.313 0.604
C -5.180 0.721 -2.524
H -3.749 3.275 -3.566
H -2.510 2.045 -3.512
H -2.187 3.635 -2.837
H -2.384 4.639 0.688
H -1.673 4.404 -0.897
H -1.088 3.477 0.483
H -4.462 2.764 2.612
H -2.714 2.762 2.405
H -3.566 1.254 2.634
H -6.659 0.714 0.641
H -5.359 0.104 1.643
H -5.691 -0.652 0.092
H -5.904 1.362 -3.045
H -5.743 -0.135 -2.146
H -4.495 0.331 -3.286
C 0.216 0.895 3.064
Si 1.665 -0.035 2.314
C 3.208 1.050 2.026
C 4.425 0.598 2.544
C 5.598 1.315 2.381
C 5.585 2.519 1.689
C 4.396 2.978 1.150
C 3.220 2.250 1.299
P 1.622 2.769 0.576
C 1.801 2.346 -1.183
C 3.001 2.398 -1.890
C 3.051 2.008 -3.217
C 1.900 1.554 -3.848
C 0.701 1.499 -3.157
C 0.650 1.894 -1.828
C 1.809 4.583 0.544
C 1.870 5.236 1.779
C 1.958 6.615 1.846
C 1.966 7.370 0.677
C 1.887 6.734 -0.549
C 1.813 5.348 -0.617
C 2.082 -1.476 3.454
C 2.569 -1.705 4.735
C 2.581 -2.989 5.257
C 2.102 -4.054 4.498
C 1.622 -3.841 3.215
C 1.622 -2.551 2.686
P 1.223 -1.878 0.945
C 2.964 -1.975 0.292
C 3.443 -0.897 -0.435
C 4.748 -0.863 -0.902
C 5.606 -1.919 -0.632
C 5.138 -3.008 0.093
C 3.826 -3.036 0.540
C 0.648 -3.478 0.155
C 1.106 -3.896 -1.088
C 0.564 -5.006 -1.721
C -0.445 -5.733 -1.114
C -0.913 -5.333 0.129
C -0.372 -4.218 0.746
H 0.540 1.721 3.700
H -0.343 0.182 3.672
H -0.454 1.289 2.306
H 4.450 -0.343 3.080
H 6.522 0.934 2.799
H 6.496 3.093 1.564
H 4.380 3.916 0.602
H 3.905 2.722 -1.388
H 3.991 2.032 -3.754
H 1.945 1.225 -4.879
H -0.192 1.124 -3.635
H -0.285 1.825 -1.282
H 1.847 4.653 2.692
H 2.007 7.102 2.812
H 2.022 8.450 0.728
H 1.881 7.314 -1.464
H 1.752 4.856 -1.580
H 2.929 -0.879 5.342
H 2.955 -3.167 6.259
H 2.116 -5.056 4.912
H 1.271 -4.679 2.624
H 2.783 -0.063 -0.639
H 5.092 -0.005 -1.466
H 6.632 -1.897 -0.981
H 5.796 -3.842 0.309
H 3.471 -3.898 1.096
H 1.875 -3.329 -1.599
H 0.917 -5.281 -2.708
H -0.884 -6.585 -1.620
H -1.728 -5.866 0.605
H -0.785 -3.889 1.692
O -0.448 -1.331 0.928
O 0.371 -0.985 -0.267
Cl -3.616 -2.755 1.308
C -3.676 -2.425 3.033
Cl -2.056 -2.364 3.774
H -4.236 -3.212 3.527
H -4.144 -1.457 3.183
F -5.250 -4.812 -6.112
C -4.655 -4.204 -5.055
C -5.342 -4.009 -3.868
F -6.617 -4.437 -3.770
C -4.736 -3.391 -2.796
F -5.456 -3.237 -1.665
C -3.395 -2.918 -2.819
O -2.850 -2.347 -1.833
C -2.739 -3.137 -4.062
F -1.467 -2.723 -4.208
C -3.346 -3.757 -5.134
F -2.664 -3.937 -6.285
*
```

LUMO (hartree): 0.135
HOMO level (eV): -1.2
Orbital gap (eV): 4.88
Relative energy (zero: lowest compared OMol25 entry of this formula, charge and spin) (kcal/mol): 64.15


4.
C17H15BrN2O7 | ωB97M-V/def2-TZVPD

The geometry in ORCA input format:
```
! RIJCOSX wB97M-V def2-TZVPD def2/J DEFGRID3
* xyz 0 1
O 1.608 1.936 1.391
C 0.522 1.856 0.864
C -0.774 2.013 1.691
O -1.498 0.790 1.832
C -2.328 0.428 0.862
O -2.494 1.044 -0.162
C -3.063 -0.858 1.197
N -2.847 -1.314 2.540
C -2.064 -2.396 2.793
O -1.627 -3.123 1.926
C -1.826 -2.641 4.225
C -1.125 -3.649 4.835
C -1.200 -3.412 6.224
C -1.941 -2.273 6.350
Br -2.480 -1.325 7.861
O -2.327 -1.793 5.162
N 0.272 1.659 -0.448
C 1.188 1.477 -1.493
C 2.568 1.500 -1.313
C 3.401 1.300 -2.395
C 2.886 1.089 -3.667
C 1.500 1.104 -3.855
C 0.662 1.285 -2.766
O 0.929 0.950 -5.092
C 1.848 1.106 -6.152
C 3.134 0.338 -5.851
O 3.759 0.868 -4.703
H -1.418 2.769 1.229
H -0.500 2.308 2.705
H -2.687 -1.646 0.531
H -4.128 -0.711 0.989
H -3.085 -0.695 3.299
H -0.625 -4.454 4.338
H -0.772 -3.990 7.017
H -0.702 1.616 -0.735
H 2.979 1.662 -0.331
H 4.472 1.300 -2.274
H -0.404 1.278 -2.933
H 1.356 0.723 -7.047
H 2.086 2.170 -6.287
H 3.853 0.433 -6.667
H 2.893 -0.722 -5.692
*
```

LUMO (hartree): 0.017
HOMO level (eV): -7.9
SMILES string: O=C(COC(=O)CNC(=O)c1ccc(Br)o1)Nc1ccc2c(c1)OCCO2
Orbital gap (eV): 8.38
Relative energy (zero: lowest compared OMol25 entry of this formula, charge and spin) (kcal/mol): 2.48


5.
C9H4FeNO11S2 | ωB97M-V/def2-TZVPD

The geometry in ORCA input format:
```
! RIJCOSX wB97M-V def2-TZVPD def2/J DEFGRID3
* xyz -2 2
Fe 0.447 -1.992 -0.166
O 1.162 -0.459 -1.287
C 1.009 0.744 -1.155
C -0.060 1.373 -0.424
C -0.236 2.742 -0.559
C -1.239 3.390 0.124
C -2.092 2.667 0.996
C -1.938 1.329 1.151
C -0.911 0.587 0.441
O -0.783 -0.636 0.627
N -1.424 4.807 -0.050
O -0.702 5.407 -0.836
O -2.286 5.367 0.618
H 1.725 1.425 -1.652
H 0.414 3.311 -1.212
H -2.858 3.208 1.533
H -2.577 0.758 1.810
O 3.932 -1.499 1.998
C 2.921 -1.806 1.438
O 1.723 -1.575 1.413
C 3.225 -3.154 0.027
O 4.232 -3.765 0.227
O 2.289 -3.000 -0.721
O -2.710 -3.781 -0.617
S -1.280 -3.800 -0.841
O -0.782 -2.573 -1.598
O -0.505 -3.604 0.456
S -0.695 -5.472 -1.743
*
```

LUMO (alpha / beta) (hartree): 0.153 / 0.153
HOMO level (alpha / beta) (eV): -1.6 / -1.6
Orbital gap (alpha / beta) (eV): 5.75 / 5.75


6.
C16H26N2O4S | ωB97M-V/def2-TZVPD

The geometry in ORCA input format:
```
! RIJCOSX wB97M-V def2-TZVPD def2/J DEFGRID3
* xyz 0 1
C 2.239 -2.426 -1.024
C 2.322 -1.897 0.403
C 2.544 -0.385 0.429
C 2.625 0.125 1.859
S 3.151 1.863 1.984
C 1.656 2.742 1.361
C 0.522 2.528 2.275
N 0.496 3.025 3.547
C -0.651 2.622 4.216
O -0.973 2.893 5.345
N -1.324 1.855 3.302
C -0.618 1.780 2.102
C -1.050 1.060 0.919
O -0.410 1.093 -0.118
C -2.345 0.284 1.064
C -2.675 -0.543 -0.177
C -1.748 -1.748 -0.321
C -2.031 -2.527 -1.609
C -1.775 -1.654 -2.819
O -2.613 -1.310 -3.610
O -0.487 -1.315 -2.891
C -0.103 -0.390 -3.910
C -0.494 1.033 -3.537
H 3.164 -2.218 -1.558
H 2.080 -3.501 -1.021
H 1.419 -1.957 -1.561
H 1.397 -2.134 0.935
H 3.141 -2.392 0.929
H 1.723 0.107 -0.096
H 3.474 -0.144 -0.090
H 1.670 0.027 2.376
H 3.387 -0.418 2.419
H 1.954 3.789 1.329
H 1.422 2.381 0.362
H 1.226 3.576 3.969
H -2.219 1.438 3.488
H -2.271 -0.366 1.940
H -3.143 1.010 1.249
H -2.576 0.094 -1.057
H -3.711 -0.882 -0.122
H -0.714 -1.405 -0.339
H -1.876 -2.416 0.535
H -3.068 -2.861 -1.639
H -1.370 -3.393 -1.662
H -0.574 -0.684 -4.854
H 0.981 -0.495 -3.986
H -0.172 1.250 -2.521
H -1.574 1.149 -3.594
H -0.029 1.735 -4.222
*
```

LUMO (hartree): 0.006
HOMO level (eV): -8.4
SMILES string: CCCCSCc1[nH]c(=O)[nH]c1C(=O)CCCCC(=O)OCC
Orbital gap (eV): 8.55
Relative energy (zero: lowest compared OMol25 entry of this formula, charge and spin) (kcal/mol): 3.33


7.
C46H42BBaN14O2S4 | ωB97M-V/def2-TZVPD

The geometry in ORCA input format:
```
! RIJCOSX wB97M-V def2-TZVPD def2/J DEFGRID3
* xyz -2 2
Ba -0.110 0.272 -0.185
C 0.614 -1.052 -3.946
C 0.871 -2.129 -2.943
C 1.379 -3.414 -3.170
C 1.328 -4.033 -1.943
N 0.821 -3.163 -1.049
N 0.556 -1.969 -1.664
B 0.368 -3.340 0.427
N 1.337 -2.647 1.424
C 2.393 -3.267 1.994
C 2.881 -2.454 2.982
C 2.044 -1.317 2.959
C 2.069 -0.154 3.894
N 1.133 -1.427 2.003
N -1.115 -2.810 0.587
C -2.233 -3.531 0.353
C -3.326 -2.787 0.739
C -2.783 -1.570 1.207
C -3.467 -0.343 1.729
N -1.465 -1.596 1.097
N 0.316 -4.836 0.865
C -0.292 -5.231 2.002
C -0.020 -6.562 2.194
C 0.801 -6.909 1.101
C 1.434 -8.228 0.782
N 1.003 -5.868 0.310
H -0.157 -1.369 -4.654
H 0.275 -0.131 -3.477
H 1.518 -0.817 -4.511
H 1.750 -3.822 -4.095
H 1.613 -5.022 -1.632
H 2.706 -4.244 1.660
H 3.715 -2.647 3.638
H 2.109 -0.508 4.927
H 2.940 0.482 3.722
H 1.173 0.454 3.791
H -2.168 -4.531 -0.047
H -4.363 -3.076 0.693
H -4.413 -0.602 2.204
H -2.850 0.180 2.462
H -3.688 0.366 0.924
H -0.860 -4.534 2.598
H -0.356 -7.190 3.004
H 0.742 -9.052 0.964
H 1.736 -8.253 -0.264
H 2.323 -8.403 1.392
S 4.302 -1.485 -1.540
C 3.721 -0.226 -2.509
N 2.682 0.566 -2.307
C 2.528 1.496 -3.321
C 1.538 2.479 -3.357
C 1.468 3.345 -4.437
C 2.378 3.252 -5.493
C 3.376 2.285 -5.468
C 3.445 1.418 -4.385
S 4.552 0.131 -4.052
H 0.850 2.584 -2.525
H 0.704 4.112 -4.451
H 2.317 3.944 -6.324
H 4.091 2.212 -6.279
S -4.360 -1.399 -2.944
C -2.996 -0.894 -2.220
N -2.007 -0.551 -1.699
C 5.287 3.917 2.568
C 4.170 3.020 2.105
C 4.385 2.014 1.170
C 3.314 1.253 0.730
N 2.057 1.466 1.138
C 1.861 2.422 2.050
C 2.878 3.200 2.569
H 6.262 3.505 2.307
H 5.250 4.068 3.649
H 5.199 4.899 2.098
H 5.374 1.808 0.778
H 3.474 0.448 0.023
H 0.838 2.587 2.379
H 2.641 3.961 3.303
S -1.318 2.430 4.048
C -2.800 2.917 4.677
N -3.823 3.259 5.120
O -2.111 2.270 -1.267
C -1.376 3.237 -0.992
N -1.730 4.534 -1.304
C -0.836 5.449 -0.620
C 0.268 4.428 -0.161
O 1.312 4.804 0.325
N -0.169 3.143 -0.369
C -0.222 6.481 -1.556
C 0.716 7.394 -1.072
C 1.313 8.308 -1.924
C 0.987 8.330 -3.278
C 0.061 7.424 -3.766
C -0.536 6.504 -2.908
C -1.515 6.055 0.611
C -1.748 5.247 1.725
C -2.438 5.732 2.825
C -2.906 7.042 2.823
C -2.682 7.855 1.721
C -1.989 7.363 0.619
H -2.716 4.730 -1.374
H 0.985 7.365 -0.024
H 2.047 9.003 -1.532
H 1.459 9.043 -3.943
H -0.192 7.417 -4.820
H -1.249 5.786 -3.291
H -1.386 4.223 1.760
H -2.602 5.081 3.676
H -3.445 7.422 3.683
H -3.044 8.876 1.713
H -1.822 8.004 -0.238
*
```

LUMO (alpha / beta) (hartree): 0.118 / 0.018
HOMO level (alpha / beta) (eV): -2.7 / -2.7
Orbital gap (alpha / beta) (eV): 5.96 / 3.23
Relative energy (zero: lowest compared OMol25 entry of this formula, charge and spin) (kcal/mol): 14.13


8.
C8H20As2F12N4O4Tl | ωB97M-V/def2-TZVPD

The geometry in ORCA input format:
```
! RIJCOSX wB97M-V def2-TZVPD def2/J DEFGRID3
* xyz 1 1
Tl 1.061 0.539 -0.452
As -2.407 -2.443 -1.157
F -1.976 -2.909 0.509
F -3.767 -3.560 -1.114
F -2.849 -1.870 -2.784
F -0.986 -1.327 -1.075
F -1.366 -3.671 -1.823
F -3.327 -1.073 -0.501
As -0.219 4.832 0.102
F -1.909 4.412 0.401
F 0.157 4.678 1.802
F 1.482 5.194 -0.215
F -0.580 5.185 -1.586
F -0.584 6.528 0.444
F 0.045 3.106 -0.221
O 0.505 -0.436 -3.168
C 0.242 -1.164 -4.140
N -0.999 -1.424 -4.549
C 1.356 -1.633 -4.979
H -1.233 -2.174 -5.180
H -1.672 -1.182 -3.829
H 1.311 -2.701 -5.201
H 2.358 -1.382 -4.639
H 1.231 -1.183 -5.968
O -1.328 1.126 1.167
C -2.303 1.516 1.780
N -3.495 1.032 1.548
C -2.099 2.430 2.944
H -3.607 0.294 0.857
H -4.277 1.136 2.175
H -3.008 2.534 3.534
H -1.801 3.388 2.512
H -1.299 2.027 3.563
O 1.766 -2.267 -0.948
C 2.301 -3.375 -0.852
N 3.531 -3.634 -1.254
C 1.466 -4.622 -0.473
H 4.047 -2.861 -1.650
H 4.018 -4.506 -1.131
H 1.655 -4.958 0.546
H 1.578 -5.416 -1.212
H 0.403 -4.406 -0.579
O 1.418 1.267 2.375
C 1.665 1.745 3.486
N 1.454 3.042 3.728
C 2.257 0.928 4.639
H 0.908 3.613 3.090
H 1.720 3.371 4.643
H 2.730 1.607 5.348
H 3.026 0.203 4.384
H 1.399 0.444 5.104
*
```

LUMO (hartree): -0.388
HOMO level (eV): -13.3
Orbital gap (eV): 2.74
Relative energy (zero: lowest compared OMol25 entry of this formula, charge and spin) (kcal/mol): 10.79


9.
C2H6OS2 | ωB97M-V/def2-TZVPD

The geometry in ORCA input format:
```
! RIJCOSX wB97M-V def2-TZVPD def2/J DEFGRID3
* xyz 0 1
C 1.116 0.654 -1.240
C 1.164 0.311 0.045
O 0.854 -0.982 0.520
H 1.419 1.653 -1.580
H 0.629 0.044 -1.975
H 1.182 0.903 0.918
H 1.622 -1.278 1.017
S -2.051 -0.576 -0.558
S -2.263 -0.095 1.595
H -1.669 -1.823 -0.270
H -2.002 1.192 1.528
*
```

LUMO (hartree): -0.002
HOMO level (eV): -8.6
SMILES string: C=CO.SS
Orbital gap (eV): 8.53
Relative energy (zero: lowest compared OMol25 entry of this formula, charge and spin) (kcal/mol): 31.44